(1)
ORCA calculation (ωB97M-V with the def2-TZVPD basis set) on a structure of composition C5H10O2 in a non-equilibrium geometry.

The geometry in XYZ format:
```
17
Properties=species:S:1:pos:R:3:forces:R:3
O 2.94185 -0.54114 -0.76883 -0.04 0.23 -0.06
C 1.79316 -0.92522 -0.05267 -0.30 -0.26 0.28
C 0.57178 -0.18098 -0.60422 -0.02 -0.03 0.00
C -0.75745 -0.79982 0.41185 -0.13 -0.06 0.18
C -1.75358 0.17059 0.05789 0.82 0.28 -0.76
C -1.41442 1.51945 0.33538 -0.22 -0.17 0.05
O 0.69549 1.11599 -0.51205 -0.56 -0.15 0.16
H 2.85145 0.42113 -0.84247 0.14 -0.06 -0.08
H 1.89490 -0.66494 1.01305 -0.01 -0.06 -0.10
H 1.68477 -2.01043 -0.15223 0.03 0.08 0.02
H 0.31516 -0.56792 -1.61312 -0.04 0.00 0.13
H -0.35543 -0.67948 1.41935 0.08 0.07 -0.15
H -1.00147 -1.84513 0.20818 0.05 0.22 -0.04
H -2.43231 0.95982 0.95253 0.06 -0.23 -0.03
H -2.42457 -0.02264 -0.78508 0.03 0.15 0.43
H -0.74620 1.72024 1.16168 -0.03 0.08 -0.15
H -1.86314 2.33049 -0.22924 0.13 -0.09 0.08
```
Positions in Å, forces in eV/Å.

Summary:
energy above the lowest of the compared OMol25 structures with the same formula, charge and spin: 5.305 eV
gap between HOMO and LUMO: 0.31727 hartree
E_tot: -9437.738 eV
HOMO: -8.3924 eV



(2)
ORCA calculation (ωB97M-V with the def2-TZVPD basis set) on a cluster of 4 separate species, C13H34N4O10PS3 in total in a non-equilibrium geometry.

The geometry in XYZ format:
```
65
Properties=species:S:1:pos:R:3:forces:R:3
C 1.20909 -0.77276 -0.14454 0.78 0.41 -0.54
C 0.72651 -0.01569 -1.44188 1.08 -1.77 0.58
N 0.67322 1.42445 -1.17904 -0.79 0.68 -0.08
N 1.78900 2.16529 -1.33911 0.97 2.58 0.20
C 1.52493 3.45899 -1.01518 -2.25 -0.52 0.65
N 0.21277 3.59898 -0.61795 2.33 -2.41 -1.12
C -0.25564 2.30176 -0.73530 0.48 1.11 0.04
N -1.52301 1.99797 -0.42548 -0.95 -0.98 1.11
P -2.33108 0.46767 -0.53464 -2.00 -0.51 -3.58
O -2.52228 0.12894 -1.99714 0.94 0.04 2.00
H 1.28780 -1.87709 -0.31279 -0.39 0.93 0.16
H 2.25602 -0.42185 0.02344 -0.68 -0.32 0.11
H 0.64172 -0.49317 0.76377 0.08 -0.40 -0.57
H -0.18669 -0.44708 -1.89455 0.17 0.85 0.31
H 1.54089 -0.17499 -2.18617 -0.74 0.30 0.28
H 2.68957 1.80932 -1.63557 -0.29 -0.32 0.00
H 2.23218 4.30540 -1.02725 -0.14 -0.90 -0.14
H -2.08328 2.77646 -0.08231 0.32 -0.10 -0.12
H -3.64336 0.62812 0.00765 0.98 0.46 0.63
H -1.69553 -0.57173 0.19108 0.22 0.76 0.21
O 1.06612 -4.54883 -3.71761 0.34 0.15 0.39
S 0.80498 -4.91786 -2.35657 -0.62 -0.87 0.05
O 1.56857 -4.37493 -1.26683 0.07 0.29 -0.36
O 0.80039 -6.51471 -2.23798 -0.30 0.67 0.00
C 1.94524 -7.23821 -2.72059 0.85 -0.43 -0.14
C 3.10971 -7.16878 -1.75104 0.01 0.30 0.12
C -0.91080 -4.67070 -2.01762 -0.03 -0.10 0.06
H 2.23311 -6.87991 -3.71134 -0.16 0.14 0.05
H 1.62873 -8.27481 -2.83202 -0.31 0.15 0.05
H 3.50953 -6.15592 -1.68800 0.01 -0.04 -0.03
H 3.91457 -7.83035 -2.07294 -0.09 -0.04 -0.04
H 2.79311 -7.45515 -0.74721 0.00 -0.09 -0.06
H -1.49523 -5.12553 -2.81359 0.05 0.01 0.01
H -1.09106 -3.59740 -1.98452 0.08 -0.01 -0.06
H -1.14709 -5.11930 -1.05508 0.05 0.00 -0.03
O -5.44003 -0.00932 1.71614 0.28 -0.29 -0.10
S -6.04027 -0.94536 2.63034 -0.99 -0.19 0.42
O -5.35637 -2.14263 3.02200 0.22 0.37 -0.36
O -7.50048 -1.32897 2.09446 0.47 0.40 0.36
C -7.63012 -1.81182 0.74732 -0.03 -0.51 -0.76
C -7.20325 -3.26211 0.62178 0.27 -0.04 0.16
C -6.55902 -0.08572 4.08156 -0.06 0.07 -0.04
H -7.07266 -1.17377 0.05763 0.05 0.08 0.18
H -8.68468 -1.72163 0.48874 0.01 0.18 0.29
H -6.13035 -3.37236 0.78501 -0.03 0.00 -0.02
H -7.43493 -3.64361 -0.37334 -0.07 0.07 0.02
H -7.70872 -3.87835 1.36612 -0.06 0.03 -0.07
H -7.11918 0.79824 3.78583 0.01 -0.05 -0.02
H -5.66558 0.20099 4.63340 0.04 -0.07 -0.08
H -7.17182 -0.75278 4.68330 0.03 -0.03 -0.06
O 3.89740 5.16881 2.24402 0.16 -0.31 -0.45
S 4.29933 5.89746 1.07575 0.33 1.15 0.29
O 4.54804 5.22978 -0.17618 -0.32 -0.34 0.28
O 5.55551 6.81950 1.43630 -0.71 -0.22 -0.22
C 6.70804 6.20216 2.03645 0.85 -0.47 0.22
C 7.54791 5.45735 1.01641 -0.21 -0.14 -0.21
C 3.14985 7.20805 0.79231 0.07 0.06 -0.04
H 6.40613 5.54619 2.85579 -0.19 0.06 -0.08
H 7.29743 7.00923 2.47012 -0.30 0.18 -0.08
H 7.01728 4.58598 0.63031 0.04 0.01 0.04
H 8.47940 5.11339 1.46683 -0.03 0.08 0.05
H 7.77948 6.09900 0.16527 0.06 0.03 0.09
H 2.99332 7.74506 1.72451 0.03 -0.04 -0.01
H 2.21535 6.76357 0.45281 0.04 -0.06 0.04
H 3.55026 7.86704 0.02493 0.02 -0.04 0.02
```
Positions in Å, forces in eV/Å.

Summary:
gap between HOMO and LUMO: 0.36514 hartree
E_tot: -82254.825 eV
charge: +1
HOMO: -12.8212 eV



(3)
ORCA calculation (ωB97M-V with the def2-TZVPD basis set) on the molecule C3H7NO3 in a non-equilibrium geometry.

The geometry in XYZ format:
```
14
Properties=species:S:1:pos:R:3:forces:R:3
C 1.45461 0.86817 -0.04379 -1.63 -2.22 3.10
C 0.16145 0.36201 0.73052 1.74 1.16 2.62
C -1.91023 -0.01262 -0.63026 0.65 2.70 0.95
H 1.27130 -0.84682 -0.32863 3.87 -0.43 -0.12
H 2.09965 1.52085 0.43579 0.72 1.51 1.91
H 1.10149 1.41586 -0.80571 -0.89 1.24 -4.14
H -0.56118 1.12906 0.93846 0.08 0.91 0.62
H 0.68876 -0.00792 1.73628 -2.00 0.05 -1.97
H -0.83018 -2.19064 0.36690 1.58 -1.04 -1.79
H -2.11405 -0.57594 -1.55089 -0.48 -0.23 0.38
N -0.76540 -0.50646 0.03590 0.27 -0.66 -1.42
O 2.15934 -0.32191 -0.17109 -2.71 -2.09 -1.98
O -0.29074 -1.88294 -0.43383 -2.52 2.14 2.83
O -2.46481 1.04929 -0.27965 1.32 -3.03 -0.98
```
Positions in Å, forces in eV/Å.

Summary:
energy above the lowest of the compared OMol25 structures with the same formula, charge and spin: 5.551 eV
SMILES string: O=CN(O)CCO
gap between HOMO and LUMO: 0.37788 hartree
E_tot: -10852.816 eV
HOMO: -9.7913 eV